Entry from the OMol25 dataset: a 10-piece molecular cluster, C46H108N8O14 overall at a distorted geometry (ωB97M-V/def2-TZVPD).

Summary:
SMILES: CC1(C)CCCC(C)(C)N1O.CC1(C)CCCC(C)(C)N1O.CC1(C)CCCC(C)(C)N1O.CC1(C)CCCC(C)(C)N1O.NC(N)=O.NC(N)=O.OCCO.OCCO.OCCO.OCCO
DFT total energy: -3308.44408 a.u.

Last column: Mulliken charge in e.
Cartesian coordinates (Å):
C -4.50 -3.28 -3.28  -0.26
C -5.42 -2.10 -3.06  0.54
O -5.30 -1.09 -4.05  -0.49
O -3.08 -2.81 -3.11  -0.53
H -4.69 -3.73 -4.25  0.35
H -4.68 -4.18 -2.68  -0.06
H -5.12 -1.48 -2.22  -0.55
H -6.45 -2.37 -2.82  0.44
H -5.86 -1.36 -4.78  0.29
H -2.95 -2.89 -2.16  0.18
C 2.87 -5.11 -2.06  -0.08
C 1.31 -5.09 -2.33  -0.29
O 0.97 -6.01 -3.35  -0.59
O 3.29 -6.30 -1.51  -0.52
H 3.28 -4.23 -1.57  0.20
H 3.24 -5.13 -3.08  0.29
H 0.94 -4.18 -2.81  0.18
H 0.75 -5.24 -1.40  0.23
H 0.96 -6.96 -3.23  0.30
H 2.79 -6.98 -1.97  0.29
C 2.13 -3.59 4.41  -0.69
C 2.39 -3.81 2.88  0.46
O 2.10 -5.21 2.50  -0.54
O 2.80 -4.55 5.21  -0.55
H 1.08 -3.80 4.56  0.38
H 2.13 -2.56 4.77  0.37
H 3.38 -3.47 2.56  0.03
H 1.65 -3.30 2.27  -0.14
H 2.25 -5.64 3.34  0.35
H 3.69 -4.21 5.23  0.35
C -0.16 -1.68 -0.72  0.26
C 0.82 -0.60 -0.48  0.04
O 0.80 0.35 -1.55  -0.08
O 0.07 -2.88 0.08  -0.29
H -0.40 -1.91 -1.76  0.33
H -1.12 -1.25 -0.44  -0.55
H 1.80 -1.08 -0.45  -0.24
H 0.62 -0.23 0.52  -0.13
H 1.53 0.05 -2.08  0.18
H -0.79 -3.15 0.42  0.10
C 0.77 1.99 -4.64  0.47
O 1.00 2.33 -5.81  -0.83
N 1.35 2.53 -3.64  0.34
N 0.00 1.06 -4.30  0.08
H 1.01 2.35 -2.71  -0.31
H 1.87 3.38 -3.80  0.26
H -0.23 0.78 -3.35  0.02
H -0.45 0.57 -5.06  0.20
C -3.45 -4.19 0.58  0.22
O -2.75 -3.43 -0.16  -0.14
N -3.71 -4.04 1.85  -0.29
N -4.00 -5.21 0.11  -0.45
H -3.10 -3.33 2.23  0.20
H -4.07 -4.87 2.29  0.22
H -4.02 -5.34 -0.89  0.22
H -4.54 -5.80 0.74  0.13
C -7.31 -0.91 4.22  -1.76
C -6.46 -1.92 3.40  1.36
C -7.42 -2.83 2.50  -1.04
C -8.06 -2.22 1.24  -1.15
C -6.80 -1.63 0.46  -1.05
C -5.86 -0.60 1.23  1.72
N -5.50 -1.20 2.58  1.06
O -4.59 -0.40 3.27  -0.54
C -4.51 -0.36 0.46  -1.42
C -6.69 0.70 1.27  -2.12
C -5.56 -2.87 4.35  -1.48
H -7.93 -1.41 4.97  0.46
H -8.07 -0.33 3.69  0.30
H -6.57 -0.29 4.72  0.39
H -6.98 -3.81 2.32  0.31
H -8.43 -2.99 2.86  0.33
H -8.96 -1.64 1.46  0.46
H -8.48 -2.94 0.54  0.43
H -6.96 -1.41 -0.59  0.65
H -6.17 -2.50 0.26  -0.02
H -3.73 0.25 0.93  0.61
H -3.96 -1.29 0.37  0.03
H -4.63 0.06 -0.54  -0.02
H -7.72 0.73 1.62  0.35
H -6.38 1.58 1.83  0.45
H -6.77 1.12 0.27  0.49
H -5.06 -2.31 5.13  0.35
H -4.85 -3.52 3.85  0.12
H -6.25 -3.48 4.94  0.46
H -3.71 -0.67 3.01  0.29
C -4.07 2.75 -3.51  -1.67
C -3.90 3.42 -2.06  1.88
C -3.03 2.47 -1.16  -1.04
C -1.50 2.65 -1.33  0.52
C -1.12 4.17 -1.13  -1.84
C -1.86 5.07 -2.10  1.93
N -3.38 4.81 -2.05  0.31
O -4.13 5.61 -2.98  -0.52
C -1.75 6.65 -1.61  -1.94
C -1.32 4.91 -3.49  -1.56
C -5.25 3.50 -1.45  -1.72
H -4.54 1.76 -3.57  0.40
H -3.10 2.52 -3.95  0.24
H -4.55 3.44 -4.20  0.36
H -3.31 2.55 -0.11  0.38
H -3.03 1.42 -1.45  0.04
H -1.27 2.42 -2.37  -0.60
H -1.06 1.98 -0.59  0.49
H -0.06 4.12 -1.39  0.49
H -1.13 4.47 -0.08  0.34
H -2.21 7.33 -2.32  0.40
H -2.23 6.77 -0.64  0.43
H -0.74 7.01 -1.40  0.38
H -1.18 5.79 -4.10  0.44
H -0.26 4.65 -3.44  0.30
H -1.82 4.15 -4.09  0.17
H -5.59 2.49 -1.22  -0.04
H -5.89 3.99 -2.18  0.62
H -5.12 3.94 -0.46  0.47
H -4.81 5.97 -2.41  0.38
C 5.16 1.60 5.46  -1.95
C 5.19 1.85 3.89  1.53
C 5.15 0.48 3.28  -1.09
C 3.78 -0.21 3.20  -0.11
C 2.76 0.75 2.56  -0.42
C 2.64 2.17 3.19  1.39
N 4.04 2.66 3.33  0.94
O 4.10 4.02 3.62  -0.55
C 1.97 3.06 2.15  -1.92
C 1.92 2.23 4.53  -1.73
C 6.48 2.57 3.42  -2.03
H 4.35 1.03 5.90  0.26
H 6.13 1.29 5.85  0.46
H 5.09 2.61 5.86  0.43
H 5.75 0.50 2.37  0.06
H 5.69 -0.23 3.89  0.41
H 3.86 -1.25 2.88  0.01
H 3.40 -0.51 4.17  0.36
H 1.80 0.22 2.63  0.42
H 2.84 0.97 1.50  -0.11
H 2.70 3.19 1.34  0.28
H 1.66 4.05 2.50  0.42
H 1.13 2.51 1.73  0.45
H 1.96 1.32 5.13  0.26
H 0.86 2.49 4.49  0.46
H 2.48 2.90 5.19  0.33
H 7.40 2.02 3.61  0.44
H 6.47 2.74 2.34  0.37
H 6.69 3.51 3.92  0.41
H 4.62 4.46 2.95  0.30
C 6.56 -2.18 -2.18  -1.93
C 6.25 -0.74 -1.75  2.12
C 7.67 -0.07 -1.51  -1.63
C 7.71 1.40 -1.11  0.23
C 7.01 2.13 -2.33  -1.44
C 5.57 1.62 -2.52  1.76
N 5.61 0.10 -2.81  0.08
O 4.38 -0.40 -3.28  -0.28
C 4.63 2.22 -1.40  -1.00
C 5.03 2.31 -3.85  -1.87
C 5.48 -0.97 -0.37  -1.33
H 7.03 -2.33 -3.16  0.49
H 7.28 -2.69 -1.54  0.44
H 5.70 -2.85 -2.22  0.24
H 8.08 -0.62 -0.66  0.56
H 8.24 -0.21 -2.42  0.38
H 7.30 1.50 -0.10  -0.38
H 8.72 1.74 -0.89  0.42
H 7.56 2.08 -3.27  0.39
H 6.89 3.20 -2.17  0.44
H 3.70 1.66 -1.25  -0.10
H 4.45 3.29 -1.45  0.62
H 5.11 2.02 -0.44  -0.10
H 4.74 3.35 -3.74  0.38
H 4.14 1.88 -4.31  0.27
H 5.82 2.25 -4.60  0.45
H 5.02 -0.17 0.22  -0.17
H 4.51 -1.34 -0.71  0.12
H 5.82 -1.77 0.28  0.55
H 4.68 -0.85 -4.07  0.28